DFT (wB97M-V/def2-TZVPD) results for C5H8 in the gas phase.

Calculated values
Kohn-Sham gap, eV: 11.1
HOMO level, eV: -10.0
SMILES string: C#CCCC
ΔE to the lowest compared entry with this formula, charge and spin, kcal/mol: 29.6
Maximum force, eV/A: 0.671

```
! wB97M-V def2-TZVPD RIJCOSX def2/J DEFGRID3
* xyz 0 1
C -2.549 -1.570 -0.587
C -1.437 -1.116 -0.618
C -0.092 -0.538 -0.598
C 0.155 0.460 0.547
C 1.527 1.119 0.477
H -3.523 -2.030 -0.572
H 0.660 -1.343 -0.524
H 0.103 -0.019 -1.554
H -0.615 1.260 0.536
H 0.076 -0.079 1.506
H 1.715 1.787 1.333
H 2.336 0.369 0.486
H 1.644 1.700 -0.432
*
```


DFT (wB97M-V/def2-TZVPD) results for CH2Cl2NO3P in the gas phase.

Calculated values
Kohn-Sham gap, eV: 9.4
HOMO level, eV: -9.4
SMILES string: C=P(Cl)(Cl)O[N+](=O)[O-]
ΔE to the lowest compared entry with this formula, charge and spin, kcal/mol: 79.6
Maximum force, eV/A: 3.014

```
! wB97M-V def2-TZVPD RIJCOSX def2/J DEFGRID3
* xyz 0 1
C -0.411 0.700 1.536
P -0.760 -0.455 0.365
Cl -0.871 -2.370 0.886
Cl -2.017 -0.275 -1.180
O 0.543 -0.690 -0.664
N 1.521 0.100 -1.312
O 1.249 1.260 -1.415
O 2.435 -0.552 -1.632
H -1.064 0.654 2.321
H -0.625 1.629 1.096
*
```


DFT (wB97M-V/def2-TZVPD) results for C8H15N3O5 in the gas phase.

Calculated values
Kohn-Sham gap, eV: 9.5
HOMO level, eV: -8.9
SMILES string: NC(=O)CC[C@H](NC(=O)[C@@H](N)CO)C(=O)O
ΔE to the lowest compared entry with this formula, charge and spin, kcal/mol: 71.8
Maximum force, eV/A: 4.913

```
! wB97M-V def2-TZVPD RIJCOSX def2/J DEFGRID3
* xyz 0 1
N 1.131 2.076 -3.857
C 0.341 2.106 -2.728
O -0.876 2.196 -2.582
C 1.170 2.544 -1.437
C 0.838 1.618 -0.144
C 1.007 0.081 -0.542
N 0.037 -0.793 0.116
C -1.320 -0.749 0.280
O -2.137 0.092 -0.064
C -1.836 -1.862 1.337
N -0.828 -2.834 1.683
C -2.399 -1.168 2.579
O -3.103 -2.077 3.286
C 2.371 -0.388 -0.019
O 2.597 -0.984 1.028
O 3.474 -0.283 -0.873
H 1.502 2.940 -4.157
H 1.030 1.424 -4.601
H 1.019 3.666 -1.266
H 2.200 2.364 -1.622
H 1.648 1.868 0.603
H -0.199 1.879 0.217
H 0.961 -0.080 -1.569
H 0.385 -1.380 0.868
H -2.748 -2.131 0.712
H -1.195 -3.774 1.415
H -0.742 -2.790 2.760
H -1.582 -0.771 3.214
H -2.813 -0.191 2.429
H -4.130 -2.000 3.316
H 4.196 -0.597 -0.383
*
```


DFT (wB97M-V/def2-TZVPD) results for C17H20ClNO4S in the gas phase.

Calculated values
Kohn-Sham gap, eV: 9.3
HOMO level, eV: -9.0
SMILES string: CC[C@H](C)NC(=O)c1ccc(CS(=O)(=O)Cc2ccc(Cl)cc2)o1
ΔE to the lowest compared entry with this formula, charge and spin, kcal/mol: 24.1
Maximum force, eV/A: 1.196

```
! wB97M-V def2-TZVPD RIJCOSX def2/J DEFGRID3
* xyz 0 1
C -0.604 -5.597 0.132
C 0.632 -5.020 0.810
C 1.209 -3.827 0.038
C 2.503 -3.325 0.674
N 0.248 -2.747 -0.028
C -0.387 -2.390 -1.166
O -0.192 -2.907 -2.249
C -1.350 -1.285 -0.992
C -2.229 -0.744 -1.892
C -2.909 0.291 -1.215
C -2.405 0.317 0.056
C -2.633 1.247 1.167
S -1.647 2.792 0.839
O -2.073 3.322 -0.422
O -1.753 3.632 1.999
C 0.097 2.223 0.690
C 0.843 3.408 0.196
C 1.035 3.598 -1.167
C 1.663 4.735 -1.639
C 2.095 5.696 -0.738
Cl 2.882 7.117 -1.320
C 1.899 5.530 0.624
C 1.271 4.389 1.085
O -1.452 -0.636 0.200
H -0.966 -6.466 0.677
H -0.371 -5.897 -0.886
H -1.403 -4.860 0.091
H 1.402 -5.789 0.880
H 0.383 -4.703 1.827
H 1.391 -4.122 -1.001
H 2.331 -3.034 1.709
H 3.257 -4.108 0.658
H 2.885 -2.466 0.128
H -0.002 -2.292 0.836
H -2.359 -1.060 -2.906
H -3.662 0.940 -1.608
H -2.291 0.861 2.122
H -3.663 1.584 1.227
H 0.395 1.908 1.685
H 0.105 1.400 -0.016
H 0.686 2.853 -1.866
H 1.812 4.880 -2.697
H 2.230 6.291 1.314
H 1.099 4.262 2.143
*
```


- Which of these has the lowest ΔE to the lowest compared entry with this formula, charge and spin?
  C17H20ClNO4S


- What is the formula in the third record?
  C8H15N3O5


- HOMO level of number 4 (C17H20ClNO4S)?
  -9.0 eV


- Which formula does entry 3 have?
  C8H15N3O5